1.
DFT (wB97M-V/def2-TZVPD) results for C17H17FN6O2S as an isolated structure.

Calculated values
molecular weight = 388.428 u
max |F| = 6.20 eV Å⁻¹
HOMO-LUMO gap = 8.99 eV
2S+1 = 1
net charge = 0
energy above the lowest of the compared OMol25 structures with the same formula, charge and spin = 0.0 kJ/mol

Cartesian coordinates (Å):
O (-1.008, -2.218, 1.967)
F (-2.721, -3.855, -4.043)
N (-0.640, 4.271, 1.137)
N (0.231, 2.367, -1.830)
N (-0.897, 6.207, -0.114)
N (0.633, 1.128, -2.021)
O (2.857, -2.638, 1.283)
S (-0.770, 5.059, -1.220)
C (-0.486, -2.172, 0.894)
C (-0.491, 3.786, -0.097)
C (0.090, 2.507, -0.521)
C (-0.917, 5.611, 1.066)
C (0.751, 0.487, -0.915)
C (-1.085, -4.160, -2.309)
C (-3.053, -2.769, -1.967)
C (-0.663, -3.855, -0.998)
C (-2.490, -2.341, -0.753)
C (-2.310, -3.560, -2.765)
C (-1.198, -2.819, -0.187)
N (0.348, 1.339, 0.084)
N (0.494, -1.252, 0.659)
C (-0.958, 6.279, 2.415)
C (3.047, -2.477, -0.166)
C (0.019, 0.937, 1.485)
C (0.783, -0.359, 1.782)
C (1.137, -0.880, -0.634)
C (2.695, -1.100, -0.660)
H (1.891, -2.444, 1.500)
H (-0.684, -5.035, -2.850)
H (-3.979, -2.302, -2.181)
H (0.118, -4.508, -0.592)
H (-3.039, -1.563, -0.178)
H (-1.512, 5.673, 3.114)
H (0.018, 6.472, 2.758)
H (-1.416, 7.216, 2.467)
H (4.134, -2.648, -0.421)
H (2.444, -3.271, -0.715)
H (0.367, 1.730, 2.179)
H (-1.034, 0.798, 1.715)
H (0.526, -0.643, 2.822)
H (1.859, -0.219, 1.811)
H (0.705, -1.532, -1.336)
H (3.155, -0.271, -0.065)
H (3.048, -0.975, -1.601)


2.
DFT (wB97M-V/def2-TZVPD) results for C39H42Cl2N3O2SeZr as an isolated structure.

Calculated values
molecular weight = 825.874 u
max |F| = 4.35 eV Å⁻¹
HOMO-LUMO gap = 6.97 eV
2S+1 = 1
net charge = +1

Cartesian coordinates (Å):
Zr (0.790, -0.290, -0.489)
Cl (6.488, 3.917, -3.512)
C (5.403, 2.663, -3.043)
C (5.682, 1.241, -2.993)
C (4.710, 0.258, -2.756)
Cl (4.899, -1.285, -3.393)
C (3.472, 0.665, -2.133)
O (2.775, -0.306, -1.509)
C (3.197, 2.036, -2.116)
C (2.036, 2.479, -1.468)
O (1.104, 1.744, -0.998)
C (4.219, 3.059, -2.525)
H (6.720, 0.916, -3.167)
H (1.947, 3.517, -1.173)
H (3.905, 4.120, -2.578)
C (-1.064, 2.675, -3.380)
C (-0.991, 1.277, -4.087)
C (0.418, 0.855, -4.603)
C (-1.618, 0.073, -3.415)
C (-1.919, -0.882, -4.397)
C (-2.807, -1.915, -4.116)
C (-3.495, -1.961, -2.928)
C (-3.122, -1.112, -1.864)
C (-3.938, -1.142, -0.533)
C (-4.617, -2.527, -0.379)
C (-4.913, -0.039, -0.245)
C (-2.031, -0.222, -2.115)
N (-1.291, 0.346, -1.004)
C (-1.877, 1.282, -0.279)
C (-1.520, 1.713, 1.018)
C (-2.344, 2.783, 1.497)
C (-2.158, 3.237, 2.795)
C (-1.219, 2.661, 3.655)
C (-0.334, 1.691, 3.172)
C (-0.518, 1.117, 1.918)
N (0.291, 0.061, 1.454)
C (0.882, -0.857, 2.411)
C (0.076, -1.825, 3.087)
C (0.637, -2.558, 4.133)
C (1.967, -2.536, 4.398)
C (2.738, -1.547, 3.774)
C (2.237, -0.738, 2.713)
C (3.126, 0.236, 2.099)
C (3.645, 1.303, 3.106)
C (4.361, -0.458, 1.432)
C (-1.382, -2.036, 2.789)
C (-1.804, -3.487, 2.496)
C (-2.178, -1.508, 4.004)
H (-0.249, 2.704, -2.618)
H (-2.012, 2.723, -2.802)
H (-0.905, 3.519, -4.077)
H (-1.598, 1.404, -4.996)
H (1.219, 1.482, -4.099)
H (0.533, 0.875, -5.709)
H (0.678, -0.183, -4.254)
H (-1.591, -0.707, -5.430)
H (-3.021, -2.737, -4.822)
H (-4.410, -2.601, -2.794)
H (-3.122, -1.096, 0.202)
H (-5.499, -2.585, -1.103)
H (-5.010, -2.635, 0.670)
H (-3.849, -3.339, -0.451)
H (-5.575, 0.227, -1.086)
H (-4.479, 0.918, 0.020)
H (-5.530, -0.228, 0.627)
H (-2.744, 1.857, -0.722)
H (-3.058, 3.237, 0.856)
H (-2.717, 4.091, 3.190)
H (-1.059, 3.017, 4.696)
H (0.502, 1.307, 3.738)
H (-0.052, -3.248, 4.697)
H (2.300, -3.158, 5.242)
H (3.792, -1.378, 4.023)
H (2.589, 0.768, 1.301)
H (4.321, 0.835, 3.820)
H (2.740, 1.765, 3.641)
H (4.251, 2.063, 2.613)
H (4.882, -1.122, 2.172)
H (5.184, 0.206, 1.048)
H (4.093, -1.098, 0.612)
H (-1.760, -1.395, 1.932)
H (-1.906, -4.087, 3.394)
H (-1.034, -4.057, 1.938)
H (-2.709, -3.587, 1.881)
H (-1.810, -1.932, 4.984)
H (-3.221, -1.704, 3.834)
H (-2.063, -0.392, 4.086)
Se (0.873, -2.913, -0.085)
C (1.150, -2.690, -1.874)
N (1.285, -2.817, -3.051)


3.
DFT (wB97M-V/def2-TZVPD) results for C11H23ClCoNO6P2 as an isolated structure.

Calculated values
molecular weight = 421.640 u
max |F| = 3.81 eV Å⁻¹
HOMO-LUMO gap (alpha / beta) = 9.01 / 6.04 eV
2S+1 = 5
net charge = +2

Cartesian coordinates (Å):
Co (0.083, -1.057, 0.873)
P (1.860, -0.715, -0.557)
C (1.139, -0.931, -2.251)
C (-0.358, -1.197, -2.006)
N (-0.924, -1.045, -0.775)
C (-2.275, -1.016, -0.530)
C (-3.110, -1.434, -1.549)
C (-2.561, -1.792, -2.778)
C (-1.194, -1.644, -3.033)
C (-2.704, -0.537, 0.860)
P (-1.428, 0.631, 1.450)
H (-0.830, -1.815, -4.035)
H (-4.168, -1.531, -1.352)
H (-3.220, -2.162, -3.559)
H (-3.700, -0.075, 0.856)
H (-2.763, -1.366, 1.590)
H (1.381, -0.096, -2.963)
H (1.690, -1.810, -2.680)
H (-0.013, 2.456, -2.530)
O (-0.043, 2.686, -3.460)
H (0.925, 2.708, -3.600)
H (0.106, 2.632, 0.390)
O (1.023, 3.035, 0.312)
H (0.785, 3.974, 0.217)
C (-2.312, 2.213, 1.021)
H (-3.404, 2.082, 0.990)
H (-2.173, 3.016, 1.761)
H (-2.111, 2.610, 0.016)
C (-1.487, 0.678, 3.272)
H (-0.516, 1.063, 3.607)
H (-2.259, 1.337, 3.696)
H (-1.567, -0.328, 3.696)
C (2.925, -2.227, -0.381)
H (3.645, -2.239, -1.235)
H (3.463, -2.275, 0.596)
H (2.255, -3.108, -0.471)
C (3.078, 0.667, -0.535)
H (3.721, 0.639, 0.375)
H (3.692, 0.683, -1.457)
H (2.495, 1.602, -0.495)
O (3.389, -0.865, 2.523)
Cl (2.211, -0.852, 3.362)
O (2.403, -1.587, 4.565)
O (1.786, 0.524, 3.628)
O (1.066, -1.533, 2.576)


4.
DFT (wB97M-V/def2-TZVPD) results for C5H5NO3 as an isolated structure.

Calculated values
molecular weight = 127.099 u
max |F| = 8.43 eV Å⁻¹
HOMO-LUMO gap = 8.14 eV
2S+1 = 1
net charge = 0
energy above the lowest of the compared OMol25 structures with the same formula, charge and spin = 562.9 kJ/mol

Cartesian coordinates (Å):
C (-0.444, 0.891, -0.021)
C (0.943, 0.872, 0.089)
C (1.423, -0.586, 0.304)
C (0.212, -1.413, 0.394)
C (-0.822, -0.483, -0.164)
H (-2.448, 1.083, -1.244)
H (2.322, -0.650, 1.283)
H (2.111, -0.589, -0.669)
H (-0.070, -1.755, 1.458)
H (0.185, -2.667, -0.087)
N (-0.957, 2.002, 0.119)
O (-2.140, 2.111, -0.658)
O (1.665, 1.854, -0.031)
O (-1.980, -0.669, -0.773)


5.
DFT (wB97M-V/def2-TZVPD) results for a 13-piece molecular cluster, C5H31O14 overall.

Calculated values
molecular weight = 315.289 u
max |F| = 2.61 eV Å⁻¹
HOMO-LUMO gap = 8.86 eV
2S+1 = 1
net charge = -1
energy above the lowest of the compared OMol25 structures with the same formula, charge and spin = 309.2 kJ/mol

Cartesian coordinates (Å):
O (0.513, 1.527, -0.745)
C (-0.649, 1.160, -0.376)
O (-1.412, 2.036, 0.120)
C (-1.096, -0.303, -0.538)
C (-1.615, -0.415, -2.014)
C (-0.509, -0.905, -2.887)
C (0.252, -0.286, -3.774)
H (-1.900, -0.444, 0.191)
H (-0.295, -0.998, -0.268)
H (-2.034, 0.607, -2.191)
H (-2.562, -0.924, -2.131)
H (-0.489, -1.986, -2.963)
H (0.520, 0.758, -3.977)
H (0.847, -0.927, -4.438)
H (3.331, 2.445, -0.009)
H (2.342, 3.046, -0.893)
O (3.289, 3.130, -0.688)
H (-1.303, -0.091, 2.158)
H (-0.510, 1.293, 1.887)
O (-0.539, 0.432, 2.336)
H (-0.177, -3.454, -1.341)
H (1.269, -3.346, -1.217)
O (0.591, -4.027, -1.404)
H (2.564, 1.736, 1.843)
H (1.698, 2.782, 2.725)
O (2.525, 2.610, 2.273)
H (-0.740, 3.426, 1.116)
H (-1.398, 3.761, 2.463)
O (-0.674, 4.015, 1.903)
H (-0.016, 3.125, -1.816)
H (0.342, 2.593, -3.106)
O (0.246, 3.462, -2.698)
H (2.092, -0.111, 4.099)
H (0.588, -0.155, 3.949)
O (1.294, -0.198, 4.616)
H (1.952, 0.102, -0.111)
H (1.250, -0.386, 1.279)
O (2.074, -0.246, 0.795)
H (3.217, -2.890, 0.721)
H (2.212, -1.987, 0.050)
O (2.473, -2.923, 0.116)
H (-3.278, 1.537, 0.570)
H (-3.513, 0.202, -0.088)
O (-3.899, 1.088, -0.052)
H (0.936, -3.619, 0.945)
H (-0.281, -4.441, 1.051)
O (0.178, -3.760, 1.564)
H (-2.416, -2.883, 0.338)
H (-4.026, -2.630, 0.024)
O (-3.261, -2.537, 0.593)